No. 1
C26H24F7N3O2PtSeTe as an isolated structure, computed with ωB97M-V/def2-TZVPD.

The geometry in XYZ format:
```
65
Properties=species:S:1:pos:R:3:forces:R:3
Pt -0.21321 0.75279 -0.06430 -1.4841 -2.7645 0.2336
C -4.27900 3.72217 -1.02634 -0.2244 0.4890 -0.1624
C -3.53866 2.45885 -0.72662 1.9085 -1.5866 -0.8693
O -2.61048 2.02285 -1.45958 -1.8710 1.0763 1.1586
N -3.90606 1.76196 0.38170 -1.3814 1.2854 0.1278
C -3.33186 0.53006 0.82440 0.0090 -0.8263 0.7542
C -2.89751 -0.35462 -0.31284 -0.2890 -0.0948 0.4782
C -3.92572 -0.99666 -0.96229 -1.3504 -0.5701 -0.3050
C -3.68057 -1.95333 -1.91073 0.6760 -0.6587 -0.4391
C -2.32342 -2.23298 -2.18779 -0.1214 -0.0136 -0.4830
C -1.31156 -1.54775 -1.51320 -1.0483 -0.3373 0.3787
N -1.62118 -0.62904 -0.56432 -0.6813 -0.0485 -1.2596
H -3.67371 4.58582 -0.67457 -0.4054 -0.5246 -0.2088
H -5.27545 3.73783 -0.54301 0.5328 0.1153 -0.2751
H -4.38442 3.79230 -2.12535 0.0102 0.0465 0.6260
H -4.66216 2.11743 0.97991 0.7014 -0.0594 -0.7159
H -4.15039 -0.04607 1.33729 0.6564 0.5472 -0.3053
H -2.54739 0.68889 1.57717 -0.2943 -0.1268 -0.6812
H -4.95970 -0.78626 -0.67428 0.3955 0.0762 -0.0550
H -4.49908 -2.54304 -2.38834 0.8447 0.7051 0.3636
H -2.11707 -2.96323 -2.97662 0.3017 0.2221 0.4845
H -0.24099 -1.75589 -1.55892 -0.4389 -0.0210 -0.5064
C 0.49119 3.30056 -1.69218 -0.1148 0.2864 0.1926
C 0.72095 3.45415 -0.20016 0.3142 -0.8528 1.3477
O 0.73100 2.27632 0.59028 0.6349 3.2003 0.0696
C 2.14990 3.95868 0.08867 0.3373 0.8243 -0.1135
F 2.47834 3.85097 1.40346 0.0966 0.3900 -1.0350
F 3.03620 3.21227 -0.61493 -0.3923 0.4731 0.4762
F 2.34421 5.26182 -0.29248 -0.0768 -0.8405 0.4041
C -0.37535 4.37349 0.42236 0.0270 0.1384 -0.1377
F -0.69028 5.44917 -0.36858 0.0919 -0.9757 0.8285
F 0.08828 4.83708 1.59789 -0.6120 0.4379 -0.2491
F -1.54795 3.69892 0.69897 1.3775 0.9180 -0.4598
H 1.08411 2.48105 -2.06026 -0.0749 -0.2954 -0.1644
H 0.79539 4.18701 -2.25231 -0.1509 0.1173 0.1980
H -0.57574 3.13160 -1.81189 -0.0703 -0.2235 -0.4322
Te 0.09445 -1.98912 1.47351 0.3723 -0.1032 0.8103
C 0.67316 -3.88493 0.71110 -0.2316 0.1215 -0.5362
C 1.92969 -4.37996 1.00777 0.8286 -0.2766 0.8528
C 2.41733 -5.52994 0.36322 -0.3798 0.7167 0.9296
C 1.65597 -6.10331 -0.63329 -0.2011 -0.2874 -0.5294
C 0.36527 -5.65043 -0.93986 0.0579 -0.0452 0.5283
C -0.12874 -4.58093 -0.20594 -0.3936 0.3532 -0.4458
H 2.56040 -3.91005 1.79637 -0.6613 -0.3456 -0.7463
H 3.33892 -5.96878 0.76137 -0.2183 0.1443 -0.6434
H 2.07519 -6.91540 -1.19021 0.0654 -0.5060 -0.1809
H -0.29428 -6.14059 -1.68038 0.6913 0.2547 0.4670
H -1.15479 -4.26404 -0.40879 0.3042 0.0988 0.1192
F 5.14740 -2.05798 3.06418 -0.1346 0.5403 -0.4939
C 4.47990 -1.41815 2.05734 -0.6678 0.1071 -1.1757
C 4.18786 -2.13511 0.87962 0.7260 -0.1289 1.4814
C 3.32234 -1.59360 -0.05247 -0.4761 1.0213 0.5352
C 2.71909 -0.30799 0.16563 0.3239 -0.1161 -0.5935
C 1.67700 0.15611 -0.82575 1.8489 -0.3173 -0.3568
C 3.19610 0.48436 1.25519 -0.2501 -1.0826 -0.6721
C 4.04293 -0.09756 2.18512 0.3166 -0.6193 1.2431
H 4.62548 -3.14131 0.82833 -0.2883 0.4378 -0.3559
H 3.07919 -2.15251 -0.95636 -0.0463 0.1195 0.2505
H 1.49578 -0.63264 -1.57543 0.3080 0.3627 0.0853
H 2.04637 1.07872 -1.29030 -0.1459 -0.4037 -0.0716
H 2.90298 1.51453 1.43155 -0.3033 -0.3180 -0.2558
H 4.26147 0.42895 3.12194 0.1386 -0.0899 -0.4622
Se 0.38522 3.00955 3.81476 0.2328 0.1025 0.0910
C -0.52968 1.65051 3.11268 -1.5083 -2.4264 -0.3520
N -1.15265 0.69644 2.78893 1.8579 2.1573 1.2134
```
Forces are in eV/Å.

net charge = 0
expectation value of S² = 6.03
lowest unoccupied orbital energy (alpha / beta) = 0.03 / -2.78 eV
Kohn-Sham gap (alpha / beta) = 5.41 / 4.84 eV
spin multiplicity = 5

No. 2
A 5-piece molecular cluster, C11H15Cl16N2O7S2 overall, computed with ωB97M-V/def2-TZVPD.

The geometry in XYZ format:
```
53
Properties=species:S:1:pos:R:3:forces:R:3
C 4.04436 -1.38607 -0.19536 -0.3196 0.2643 -1.8186
C 3.46399 -1.07046 -1.72630 0.0503 -0.7585 0.6026
O 2.75875 0.21992 -1.77586 1.1932 -1.1416 1.4924
C 2.47186 -2.29796 -2.25396 1.5337 0.2449 0.1136
N 1.61628 -1.78832 -3.39247 -0.6501 -2.2381 0.4884
C 0.14425 -1.72020 -3.03785 -1.5419 -0.3066 -0.9086
C -0.51852 -0.20960 -3.24844 0.4451 -1.2004 -1.8210
O -0.21716 0.72811 -2.15560 -1.3009 -1.9730 1.2211
S -0.92453 0.25271 -0.67756 -4.7046 1.8159 3.9531
O -1.51374 1.55648 -0.01254 2.5889 -4.2907 -3.2474
O -2.06519 -0.80046 -0.87129 4.2701 2.8301 -0.2095
N 0.36911 -0.28038 0.36683 -2.0536 -0.9727 -0.0476
S -0.21554 -0.92662 1.87950 0.1207 4.7677 3.5420
O -1.54555 -0.31984 2.38601 3.3282 -2.9175 -2.1946
O 0.87780 -0.56963 2.95652 -2.7818 -2.1754 -4.0655
C -0.26822 -2.80777 1.73159 0.5814 -1.5340 -0.6860
C 1.26460 -3.39973 1.42309 0.7792 -4.9156 -2.0292
O 1.47475 -4.65349 0.96060 -1.6297 7.6543 2.8926
H 5.03693 -0.76996 -0.07838 -1.9224 -1.3377 0.0506
H 3.23021 -1.02513 0.56455 1.5634 -0.9585 -1.4201
H 4.23985 -2.54867 -0.17108 -0.3046 2.3668 0.3639
H 4.37542 -1.04679 -2.47172 -1.7815 0.1506 1.3534
H 2.70953 0.57084 -0.83807 -0.1615 -0.7745 -1.6068
H 1.88618 -2.80582 -1.37769 0.8669 1.1412 -1.5408
H 3.19118 -3.12378 -2.69999 -1.3141 1.5690 1.0122
H 1.69810 -2.54310 -4.13862 -0.2379 1.5284 1.3180
H -0.41534 -2.40952 -3.83625 0.8892 1.5427 1.6798
H -0.11422 -2.19318 -1.98845 0.5916 1.2469 -1.9899
H -1.67853 -0.25696 -3.52066 2.4632 -0.0058 1.1356
H 0.00296 0.21655 -4.23371 -0.8981 -0.6382 2.4494
H -0.97256 -3.12330 0.83789 1.5465 0.8413 1.7437
H -0.70018 -3.29774 2.71542 1.0347 1.2607 -1.8713
H 2.22265 -2.70506 1.57447 -2.2658 -1.2906 -0.1430
C -4.36046 -4.49927 0.90811 0.1868 0.3303 0.0749
Cl -3.74180 -5.96426 1.71147 -0.1251 0.2318 -0.1620
Cl -3.95634 -4.55732 -0.82621 -0.0904 0.0062 0.4229
Cl -6.12956 -4.41709 1.10325 0.3203 -0.0567 -0.0481
Cl -3.61423 -3.05837 1.64389 -0.3925 -0.3741 -0.2738
C 4.16021 0.03294 4.40665 -0.3506 0.0760 -0.2844
Cl 3.82411 0.31356 2.67962 0.2935 0.0130 0.7736
Cl 3.19746 1.16411 5.39056 0.2594 -0.3036 -0.2327
Cl 3.72585 -1.64192 4.83171 0.1269 0.3914 -0.0965
Cl 5.89344 0.29596 4.72477 -0.2327 -0.0525 -0.0097
C -3.82398 4.61900 1.21784 0.2731 -0.5755 0.3151
Cl -3.20532 3.15401 2.02121 -0.2354 0.5853 -0.3854
Cl -3.41986 4.56095 -0.51647 -0.1157 -0.4754 0.4601
Cl -5.59308 4.70119 1.41298 0.2537 0.0765 -0.0753
Cl -3.07775 6.05991 1.95363 -0.1256 -0.5066 0.3750
C -3.16162 9.15432 -1.07153 -0.0464 -0.3173 0.0435
Cl -1.84256 9.40093 -2.24354 -0.2748 -0.0062 0.2458
Cl -4.68411 9.78424 -1.74958 0.2895 -0.0554 0.1222
Cl -3.33750 7.41394 -0.73287 0.0769 1.3398 -0.7892
Cl -2.78235 10.01810 0.43992 -0.0690 -0.1221 -0.2882
```
Forces are in eV/Å.

net charge = -1
lowest unoccupied orbital energy = 1.80 eV
Kohn-Sham gap = 8.14 eV

No. 3
A 4-piece molecular cluster, C3H4ClF overall, computed with ωB97M-V/def2-TZVPD.

The geometry in XYZ format:
```
9
Properties=species:S:1:pos:R:3:forces:R:3
C 0.05937 1.17527 0.00182 0.2289 -1.6068 -0.8195
C 0.45742 -0.39761 -0.05053 1.3883 2.8083 0.3239
C -0.47426 -1.33659 -0.05303 1.4516 2.3390 0.4517
H -0.90439 1.36865 1.50955 2.4140 -0.1772 -3.6876
H 1.67231 1.82127 -0.15846 -4.4809 -1.1995 0.4959
H -1.00811 1.26851 -1.37231 2.7521 0.2352 3.6029
H -0.36368 -2.35151 0.08299 0.1058 -2.0833 -0.0859
F -1.68633 -0.83875 0.02423 -1.8801 -0.2793 -0.1390
Cl 2.24768 -0.70922 0.01576 -1.9798 -0.0363 -0.1425
```
Forces are in eV/Å.

net charge = 0
lowest unoccupied orbital energy = -1.03 eV
Kohn-Sham gap = 8.41 eV

No. 4
A 4-piece molecular cluster, C24H36N2O11 overall, computed with ωB97M-V/def2-TZVPD.

The geometry in XYZ format:
```
73
Properties=species:S:1:pos:R:3:forces:R:3
C 2.26519 -4.77682 -1.47853 0.2027 -0.1629 0.0850
C 3.00990 -4.26486 -0.23673 0.0787 0.2541 -0.1871
C 2.56226 -2.91562 0.27216 -0.0574 -0.0382 0.4101
C 2.71495 -2.62390 1.65504 0.0566 0.0998 -0.1734
C 2.36713 -1.41495 2.18416 0.0367 -0.1275 0.1985
C 2.56998 -1.13601 3.65114 0.2080 0.1624 -0.0140
C 3.76113 -0.21502 3.90241 0.2088 0.5359 0.2130
O 3.91252 0.87306 3.43194 -0.0006 -0.4517 -0.2193
O 4.72006 -0.70982 4.74988 -0.3418 0.1897 0.1427
C 1.79161 -0.42444 1.34657 -0.0985 0.1302 0.0486
N 1.38933 0.75838 1.88984 -0.1679 -0.0855 -0.2661
C 0.89386 1.61943 1.04591 0.0700 0.0217 0.0180
C 0.76868 1.35113 -0.34147 -0.1424 0.1111 -0.1996
N 1.10248 0.21659 -0.89413 0.2531 0.1726 0.9347
C 1.62733 -0.70031 -0.02658 0.1730 -0.1090 -0.1539
C 2.03458 -1.95118 -0.53527 0.0480 -0.3051 -0.3085
H 2.10567 -5.85300 -1.41594 0.0084 0.0047 0.0013
H 2.85912 -4.59977 -2.37452 -0.1586 0.0886 -0.0852
H 1.29234 -4.30411 -1.60285 -0.0142 -0.0149 0.0254
H 4.07011 -4.16399 -0.48939 0.0345 -0.1184 0.0932
H 2.96805 -4.97854 0.58667 -0.1089 -0.0214 -0.0220
H 3.13119 -3.38040 2.31129 0.0147 -0.0448 -0.0355
H 2.74147 -2.06997 4.18427 -0.1984 -0.0581 -0.0356
H 1.68546 -0.63431 4.04292 0.0304 -0.0135 0.0618
H 4.29438 -1.23972 5.43520 0.1379 -0.2961 -0.1638
H 0.57316 2.58369 1.42559 -0.0227 -0.0357 0.0602
H 0.35421 2.12302 -0.98487 0.0176 -0.0394 -0.0292
H 1.92690 -2.14234 -1.59622 -0.0965 0.1693 -0.0128
C 2.35474 0.71085 -7.98037 0.0564 0.0318 0.2262
C 1.07994 -0.10433 -8.01623 0.0717 0.1135 -0.3268
O 0.82682 -0.76622 -6.76866 -0.0062 -0.0419 0.0093
C 0.36031 0.01373 -5.79114 -0.0073 -0.0363 -0.0109
O 0.11714 1.19043 -5.88239 -0.0229 0.0205 -0.0089
O 0.20535 -0.73268 -4.70345 -0.0324 -0.0326 0.0356
C -0.21897 -0.00620 -3.53940 -0.3471 0.0750 -0.2100
H 3.19607 0.08663 -7.67649 0.0041 -0.0359 -0.0925
H 2.56292 1.12824 -8.96567 -0.0076 -0.0324 -0.0187
H 2.27448 1.53117 -7.26896 -0.0621 0.0272 -0.0400
H 1.16629 -0.90458 -8.74908 -0.0304 -0.1059 0.1123
H 0.22069 0.50738 -8.29119 -0.0064 0.0487 0.1302
H -1.12546 0.56057 -3.75067 0.0393 0.0113 -0.0784
H 0.57256 0.65214 -3.20638 0.0341 0.0534 -0.0296
H -0.42653 -0.73732 -2.76901 0.1078 -0.1341 -0.0673
C 1.95265 2.08856 6.25280 0.0703 0.0650 0.2616
C 0.64186 1.33633 6.19173 0.1123 0.1523 -0.3314
O 0.29048 0.74963 7.45634 -0.0030 -0.0660 0.0040
C -0.18371 1.59611 8.36839 0.0060 -0.0419 -0.0221
O -0.36515 2.77593 8.21891 -0.0152 0.0280 0.0036
O -0.43090 0.90651 9.48332 0.0107 -0.0089 0.0184
C -0.88077 1.70540 10.58054 -0.0732 -0.0096 0.1486
H 2.75277 1.45010 6.63273 -0.0103 -0.0736 -0.1080
H 2.23427 2.44582 5.26251 -0.0129 -0.0571 -0.0268
H 1.87593 2.94142 6.92572 -0.0585 0.0485 -0.0662
H 0.71759 0.49778 5.50411 -0.0687 -0.1044 0.1102
H -0.16907 1.97360 5.84002 -0.0201 0.0541 0.1410
H -1.74465 2.30304 10.29872 0.0425 0.0454 -0.0450
H -0.07802 2.35293 10.92958 -0.0274 0.0625 -0.0509
H -1.15724 1.01161 11.36890 0.0401 -0.0736 -0.0552
C -4.92894 1.04249 -5.98897 -0.1565 -0.1700 0.0931
C -4.81972 2.15270 -4.96688 0.2506 0.0619 -0.2592
O -5.87696 2.09987 -3.99328 -0.0233 0.0460 0.0236
C -5.74764 1.15914 -3.06133 -0.0339 0.0233 -0.0979
O -4.83457 0.38124 -2.95969 0.0530 -0.0314 0.0695
O -6.80906 1.22150 -2.25634 -0.0071 0.0051 0.0111
C -6.84152 0.21033 -1.24647 -0.0735 -0.0410 0.1426
H -5.91224 1.05593 -6.46115 0.0317 0.0756 -0.0587
H -4.16581 1.16471 -6.75748 0.0008 0.0401 0.0010
H -4.79582 0.06685 -5.52407 0.0748 0.0227 0.0223
H -4.92944 3.12147 -5.45006 -0.1237 0.0348 0.0981
H -3.85330 2.14016 -4.46338 -0.0448 -0.0974 0.0835
H -5.92060 0.20777 -0.66770 0.0397 -0.0284 -0.0583
H -7.00047 -0.76801 -1.69731 0.0841 -0.0126 -0.0035
H -7.67934 0.45306 -0.59962 -0.0265 0.0704 -0.0662
```
Forces are in eV/Å.

net charge = 0
lowest unoccupied orbital energy = -0.29 eV
Kohn-Sham gap = 8.80 eV
SMILES = CCc1cc(CC(=O)O)c2nccnc2c1.CCOC(=O)OC.CCOC(=O)OC.CCOC(=O)OC

No. 5
One molecule with the formula C6H10, computed with ωB97M-V/def2-TZVPD.

The geometry in XYZ format:
```
16
Properties=species:S:1:pos:R:3:forces:R:3
C -1.07840 2.02814 -0.28629 -0.0267 -0.4014 -0.1996
C -0.60280 0.97325 -0.62105 -0.1231 0.7012 0.1735
C -0.33324 -0.46297 -0.52694 -0.1276 0.1442 -0.0395
C -1.79964 -0.90939 -0.14063 0.1494 -0.3613 0.0931
C 0.92312 -0.68817 0.39671 -0.1915 -0.0171 0.0704
C 2.00673 0.40381 0.24367 -0.0738 -0.0332 -0.0065
H -1.73185 2.75805 0.12464 0.2536 0.4765 -0.2414
H -0.12287 -0.95829 -1.48342 0.0724 0.4399 0.0269
H -2.32940 -0.14524 0.44549 0.4974 -0.3556 0.0336
H -2.37097 -0.98106 -1.07749 0.2026 -0.1657 0.2643
H -1.85779 -1.85550 0.39301 0.1336 -0.2215 -0.0858
H 1.38976 -1.65958 0.17683 -0.3537 0.1403 0.0208
H 0.61456 -0.72044 1.44698 -0.1166 0.0502 -0.1177
H 2.55775 0.33466 -0.70324 -0.2198 -0.0893 0.1158
H 1.55963 1.40094 0.28766 0.0973 -0.1677 0.0407
H 2.74640 0.34316 1.05167 -0.1735 -0.1394 -0.1487
```
Forces are in eV/Å.

net charge = 0
lowest unoccupied orbital energy = 1.16 eV
Kohn-Sham gap = 10.82 eV
SMILES = C#C[C@H](C)CC

No. 6
A 2-piece molecular cluster, C4H10N4O3 overall, computed with ωB97M-V/def2-TZVPD.

The geometry in XYZ format:
```
21
Properties=species:S:1:pos:R:3:forces:R:3
C 1.13801 1.30395 0.01651 -1.5737 -3.0350 -0.6034
C -1.68703 0.70958 -0.08123 1.3215 -0.7756 -1.2022
C -1.38997 -1.63016 0.71229 2.7814 0.0908 0.1627
C 0.53428 -0.15019 -0.10846 1.7221 -0.6713 4.2427
N 0.96251 1.87503 1.21263 0.7616 4.1886 0.6190
N 0.60591 -0.44196 -2.19393 -2.7737 -2.6165 0.4196
N -0.71886 -0.34761 0.36281 -0.4757 1.3808 -1.7730
N 1.54660 -1.11581 0.24066 -0.7889 4.5178 -0.8517
O 2.68286 -0.64580 0.44115 0.6668 0.3047 0.2367
O 1.60768 1.78429 -0.97869 0.4568 1.2571 -0.0730
O 1.30211 -2.27694 0.13087 -0.7052 -4.0822 -0.2021
H -2.45488 0.44945 0.56468 -1.9519 1.0382 1.3812
H -1.27975 1.73644 -0.13933 -0.2785 -0.6426 0.8775
H -2.10473 0.56193 -1.09357 0.5221 -0.5790 0.0567
H -1.57232 -1.58944 1.80146 0.1168 -0.4791 -0.5062
H -2.28738 -1.63881 0.18093 -1.5893 -0.2207 -0.7525
H -0.71495 -2.46148 0.35232 -0.9537 0.8378 0.9054
H 0.53184 1.67330 2.10390 -0.0586 -1.2669 -0.7113
H 1.18262 2.90822 1.19225 -0.0198 -1.6867 -0.0872
H 0.80734 0.43431 -2.50075 1.5532 2.8926 -1.5450
H 1.30813 -1.13830 -2.21651 1.2668 -0.4529 -0.5938
```
Forces are in eV/Å.

net charge = 0
expectation value of S² = 2.01
lowest unoccupied orbital energy (alpha / beta) = 0.48 / -2.09 eV
Kohn-Sham gap (alpha / beta) = 6.96 / 7.55 eV
spin multiplicity = 3

No. 7
A 2-piece molecular cluster, CH2N2O2S overall, computed with ωB97M-V/def2-TZVPD.

The geometry in XYZ format:
```
8
Properties=species:S:1:pos:R:3:forces:R:3
C 0.00795 0.97682 0.01025 -1.2865 -0.7792 0.1559
N 1.15973 0.40934 -0.02734 0.2103 -0.4526 -0.0576
N -1.05042 -0.99445 0.01417 1.2980 2.8233 -0.0733
O -0.17399 -1.83863 -0.04898 -0.5430 -0.9420 0.0137
O -2.24012 -1.10834 0.04715 0.4117 -0.5537 -0.0067
S -0.89201 2.25593 0.07997 0.2254 -0.3410 -0.0515
H 1.16177 -0.62731 -0.06723 -0.1747 0.1626 0.0386
H 2.02710 0.92664 -0.00799 -0.1412 0.0826 -0.0191
```
Forces are in eV/Å.

net charge = 0
lowest unoccupied orbital energy (alpha / beta) = -0.51 / -0.51 eV
Kohn-Sham gap (alpha / beta) = 8.14 / 8.14 eV

no.,energy (hartree)
1,-4807.54829
2,-9223.51815
3,-676.40837
4,-1873.31924
5,-234.51917
6,-602.87495
7,-697.34548